Record 1
{"formula": "C6H5AsMnNO10S", "method": "the ωB97M-V functional and the def2-TZVPD basis", "symbols": ["Mn", "O", "As", "O", "O", "C", "C", "C", "C", "C", "C", "S", "O", "O", "O", "H", "H", "H", "H", "H", "O", "O", "O", "N", "O"], "coordinates": [[1.998538, 1.626963, 0.552702], [-0.731969, -0.560680, 3.061691], [-0.595975, 0.603712, 1.721584], [-1.621894, 1.796164, 2.015957], [1.049169, 0.986292, 1.902933], [-1.256931, -0.611266, 0.345328], [-2.377552, -1.360352, 0.672358], [-2.976187, -2.141938, -0.303412], [-2.467302, -2.163501, -1.595055], [-1.350880, -1.407141, -1.921928], [-0.760369, -0.635849, -0.936458], [0.634402, 0.420588, -1.199137], [1.784898, -0.107893, -0.412566], [0.908803, 0.560042, -2.590475], [0.334017, 1.702295, -0.486371], [-0.308024, -0.186563, 3.842578], [-2.767606, -1.296936, 1.682019], [-3.849294, -2.726912, -0.056045], [-2.953822, -2.760861, -2.351930], [-0.943868, -1.385773, -2.921225], [2.777186, 2.923539, 1.471323], [3.570951, 1.867959, 1.348949], [4.856532, 0.982965, -1.128297], [4.046726, 1.719162, -1.559768], [3.000450, 2.155984, -1.154756]], "atomic_forces_ev_per_a": [[-0.2, -0.1, 1.1], [0.3, 0.0, -0.5], [-2.0, -1.2, 1.7], [-0.3, 0.9, -0.3], [0.9, 0.0, 0.2], [0.3, 0.3, 0.5], [0.1, 0.1, 0.3], [0.1, 0.1, 0.0], [0.1, 0.0, 0.0], [0.2, 0.1, -0.2], [0.3, 0.4, 0.1], [-0.3, -1.1, -2.0], [0.1, -0.7, -0.2], [-0.3, -0.1, -0.1], [-0.6, 0.5, -0.3], [0.0, 0.0, 0.1], [0.0, -0.1, -0.1], [-0.1, 0.0, 0.0], [0.0, 0.0, -0.1], [0.0, -0.1, -0.1], [-0.8, 2.3, 0.4], [1.8, -1.7, 0.3], [-0.7, 0.5, -0.2], [0.4, -0.3, 0.3], [0.6, 0.3, -0.8]], "e_tot_ev": -131254.424, "s2": 6.2003, "multiplicity": 5}


Record 2
{"formula": "C6H5BCl2O2", "method": "the ωB97M-V functional and the def2-TZVPD basis", "symbols": ["O", "B", "O", "C", "C", "C", "C", "Cl", "C", "Cl", "C", "H", "H", "H", "H", "H"], "coordinates": [[1.062473, -1.112152, -2.504676], [1.354909, -0.356623, -1.366021], [2.627402, 0.109969, -1.137480], [0.246522, -0.001968, -0.305476], [-1.095355, 0.107585, -0.696372], [-2.069324, 0.401005, 0.235338], [-1.722826, 0.451270, 1.571925], [-2.928040, 0.754693, 2.766727], [-0.413901, 0.279271, 1.968825], [-0.107347, 0.069476, 3.675421], [0.597638, 0.088301, 1.037071], [1.823816, -1.167029, -3.099721], [3.445969, -0.148020, -1.611201], [-1.362171, 0.023262, -1.729838], [-3.111691, 0.430889, -0.100242], [1.651925, 0.070071, 1.295722]], "atomic_forces_ev_per_a": [[0.1, 0.6, 0.7], [0.6, -0.3, -1.0], [0.8, 0.1, 0.3], [0.2, -0.4, -0.8], [0.6, 0.3, 0.5], [-0.6, -0.6, -0.6], [-0.4, 0.3, 0.1], [-0.4, 0.0, -0.1], [0.5, -0.6, 0.7], [0.4, 0.3, -0.3], [-0.2, 0.4, -0.3], [-0.3, -0.1, 0.2], [-1.3, 0.0, 0.2], [-0.1, -0.1, -0.4], [0.4, 0.3, 0.4], [-0.3, -0.2, 0.3]], "de_lowest_kj_mol": 4.0}


Record 3
{"formula": "C6H5BrCrF", "method": "the ωB97M-V functional and the def2-TZVPD basis", "symbols": ["Cr", "Br", "F", "C", "C", "C", "C", "C", "C", "H", "H", "H", "H", "H"], "coordinates": [[1.118181, -1.153261, 3.811957], [-0.290079, -0.564401, 2.890577], [1.139011, 2.429319, 0.381257], [0.578521, 1.281869, -0.116763], [0.739801, 0.881129, -1.447243], [0.052871, -0.273391, -1.944083], [-0.768929, -0.957321, -1.035223], [-0.879259, -0.646221, 0.325577], [-0.205369, 0.491349, 0.759757], [1.371031, 1.423249, -2.135753], [0.148591, -0.560831, -2.980723], [-1.242899, -1.893911, -1.289263], [-1.469019, -1.260561, 0.989777], [-0.292459, 0.802989, 1.790147]], "atomic_forces_ev_per_a": [[15.6, -6.4, 10.1], [-15.1, 3.6, -5.0], [-0.4, -1.3, -0.6], [-0.4, -0.7, -0.1], [-0.5, -0.6, -0.1], [-0.1, 1.3, 2.2], [0.3, -1.0, 0.0], [0.6, 1.1, -2.1], [0.4, 1.4, -2.0], [0.0, 0.3, 0.2], [0.0, -0.1, 0.1], [-0.2, 0.1, -0.6], [-0.2, 0.0, -0.5], [-0.2, 2.2, -1.7]], "s2": 6.1542, "multiplicity": 5, "charge": 1, "de_lowest_kj_mol": 529.4}


Record 4
{"formula": "C6H5BrNO2", "method": "the ωB97M-V functional and the def2-TZVPD basis", "symbols": ["C", "C", "C", "C", "C", "C", "N", "O", "O", "Br", "H", "H", "H", "H", "H"], "coordinates": [[1.587138, -1.462130, -1.371007], [2.375975, -0.639985, -1.956911], [0.065483, 1.361566, -0.851280], [0.148800, -1.091557, -0.993802], [0.037485, 1.921208, -2.072897], [0.307768, -0.012748, 1.178050], [0.285704, 0.283986, -0.247723], [-0.820301, -1.722529, -0.981632], [0.900070, 2.388669, -2.765178], [3.062092, 0.847621, -2.636125], [1.739038, -2.465329, -1.573899], [-1.038834, 2.027517, -2.406762], [0.875149, -0.964816, 1.258362], [-0.666396, -0.005093, 1.626574], [0.832306, 0.694691, 1.830131]], "atomic_forces_ev_per_a": [[-1.2, 1.1, -1.0], [1.0, 2.2, -0.8], [1.8, -1.1, 2.7], [2.2, 0.7, 1.2], [-3.7, 0.5, -1.7], [1.3, -0.2, 1.3], [-1.9, 0.0, -0.6], [-0.7, -0.2, -0.4], [2.1, 0.9, -0.9], [-0.6, -1.5, 0.7], [0.3, -2.3, 0.2], [0.5, -0.2, 0.1], [-0.8, 0.4, 0.3], [-0.8, -0.7, -0.3], [0.3, 0.3, -0.9]], "charge": 1, "de_lowest_kj_mol": 386.1}


Record 5
{"formula": "C6H5Cl2OPS", "method": "the ωB97M-V functional and the def2-TZVPD basis", "symbols": ["C", "C", "C", "C", "C", "C", "O", "P", "S", "Cl", "Cl", "H", "H", "H", "H", "H"], "coordinates": [[1.524954, 1.109766, -0.119451], [2.100430, 0.143360, -0.840874], [0.592923, 0.675022, 0.863278], [1.981936, -1.305917, -0.606509], [0.352196, -0.644564, 1.082468], [1.061813, -1.489555, 0.323443], [-3.423717, -0.465863, -1.542362], [-2.391515, -0.632586, -0.485475], [-2.505040, 1.144614, 0.955642], [-3.122288, -2.014485, 0.848890], [-2.846705, 2.537546, -0.523775], [1.660315, 2.273195, -0.262466], [2.767239, 0.424690, -1.618386], [0.014946, 1.287797, 1.481186], [2.755659, -1.935968, -1.092053], [-0.523146, -1.107059, 1.536443]], "atomic_forces_ev_per_a": [[-2.0, 2.6, 1.8], [1.7, -2.3, -1.3], [0.8, 0.6, 0.0], [1.5, 3.1, -1.0], [-1.1, -0.7, -0.5], [0.5, -3.2, 0.0], [1.0, 0.0, 0.1], [-1.8, 0.9, 0.3], [-0.6, -0.1, -1.4], [0.4, -0.2, 0.1], [0.2, -0.5, 0.7], [-0.1, -2.7, 0.1], [0.6, 0.2, -0.6], [-0.4, 1.6, 0.5], [-1.2, 0.1, 0.4], [0.2, 0.7, 0.9]], "e_tot_ev": -53515.978}


Record 6
{"formula": "C6H5Cl3N2O2", "method": "the ωB97M-V functional and the def2-TZVPD basis", "symbols": ["C", "C", "C", "C", "C", "C", "N", "N", "O", "O", "Cl", "Cl", "Cl", "H", "H", "H", "H", "H"], "coordinates": [[-1.234830, 1.863734, -1.551698], [-0.453168, -0.441213, 0.619655], [0.821763, -0.881175, 0.108677], [-1.409253, 2.551492, -0.619123], [-1.651718, -1.133601, -0.155810], [2.023070, -0.199740, 0.156830], [3.203043, -0.736490, -0.297327], [-0.649721, 0.493303, 1.506880], [-2.541059, -1.605450, 0.677191], [-1.668622, -1.189970, -1.320936], [0.852479, -2.460815, -0.631622], [-1.648601, 3.601177, 0.632046], [2.148975, 1.369987, 0.902341], [-0.812080, 1.313262, -2.225596], [3.890590, -0.028186, -0.596080], [3.069019, -1.647650, -0.743886], [-1.611072, 0.463681, 1.909878], [-2.328817, -1.332339, 1.628585]], "atomic_forces_ev_per_a": [[-1.0, 1.3, 1.4], [0.2, -2.6, -3.0], [-4.1, -0.6, 0.8], [-0.7, 2.2, 2.4], [3.1, 1.6, 3.4], [3.0, 1.9, 0.5], [-0.4, 0.5, 0.2], [-0.3, 0.8, 1.7], [-1.8, -0.3, 2.3], [-0.9, -0.5, -2.7], [0.2, 0.6, 0.1], [-0.1, -0.3, -0.2], [0.0, -0.8, -0.6], [1.7, -3.1, -3.7], [-0.4, -1.1, 0.0], [0.7, 0.7, -0.1], [0.8, 0.2, -0.6], [-0.2, -0.7, -2.0]], "s2": 2.0140, "multiplicity": 3, "de_lowest_kj_mol": 10.4}